Entry 1:
A gas-phase ion, C5H6NO2 (charge +1) in a non-equilibrium geometry. Source: the Open Molecules 2025 dataset; level of theory: wB97M-V/def2-TZVPD.

The calculation puts the HOMO energy at -13.937 eV. The energy above the lowest of the compared OMol25 structures with the same formula, charge and spin comes out at 61.9 kcal/mol. Its charge is +1. The HOMO-LUMO gap is 8.6 eV. Its electronic energy is -10856.0612 eV.

```
14
Properties=species:S:1:pos:R:3:forces:R:3:nbo_charge:R:1
H -1.929408 -1.544456 -0.636873 -1.007 0.579 -0.672 0.215
H 0.663674 -0.691939 -1.032499 -0.408 0.632 -1.321 0.334
C -0.701938 -0.280996 0.548255 -1.473 2.742 1.123 -0.378
N 2.539103 1.191057 0.381909 -3.305 -1.278 -1.322 -0.436
O -4.443528 0.484568 0.553369 0.233 -0.116 -0.547 -0.454
C 0.366371 0.257402 -0.566704 -3.075 -0.947 1.139 -0.635
O -2.612999 0.602351 -0.903289 0.514 0.638 -2.133 -0.444
H -0.236462 1.148239 -0.947136 0.981 -1.398 -0.878 0.348
C -3.448938 0.213283 -0.007749 1.189 -1.417 2.022 0.841
C 1.531591 0.759145 -0.034773 3.682 1.777 2.043 0.724
C -2.102536 -0.570852 -0.160075 1.250 0.697 1.518 -0.082
H -0.689834 0.456341 1.443869 -0.530 -0.837 -1.716 0.236
H -0.477070 -1.186980 1.023007 1.023 -1.502 0.246 0.242
H 2.911506 1.839797 1.035732 0.925 0.430 0.497 0.490
```
Positions in Å, forces in eV/Å.

***

Entry 2:
A gas-phase ion, C5H6NO4S (charge -1) in a non-equilibrium geometry. Source: the Open Molecules 2025 dataset; level of theory: wB97M-V/def2-TZVPD.

The calculation puts the HOMO energy at -4.796 eV. The energy above the lowest of the compared OMol25 structures with the same formula, charge and spin comes out at 0.0 kcal/mol. Its charge is -1. The HOMO-LUMO gap is 8.1 eV. Its electronic energy is -25798.5206 eV.

```
17
Properties=species:S:1:pos:R:3:forces:R:3:nbo_charge:R:1
N 0.474457 -0.888816 -0.653681 0.512 1.154 2.562 -0.629
O -2.102183 -1.365855 0.390919 -0.466 -1.540 0.096 -0.772
C -0.887193 0.655430 0.859155 1.552 -1.409 1.394 -0.479
H -2.285118 -0.134788 -0.584900 -0.326 -0.077 -0.200 0.218
H 1.094127 -0.429834 1.312010 1.018 -0.783 1.928 0.215
H -0.419558 -1.362328 -0.521987 0.270 -0.634 -0.634 0.446
O -1.296507 -1.089168 2.496078 -0.241 -0.578 0.280 -0.706
C 0.722800 0.086847 0.504164 -4.226 1.488 -3.962 -0.136
C 1.381996 1.340134 -0.037602 -0.708 -1.768 1.026 0.447
S -1.897197 1.174813 -0.542488 0.781 1.144 0.042 -0.169
H -0.773923 1.397332 1.727750 -0.403 -1.109 -1.409 0.233
C -1.543724 -0.777552 1.340557 1.156 2.338 0.240 0.780
C 1.272495 -0.795033 -1.709952 -0.250 2.520 1.182 0.524
O 2.310799 1.871465 0.490682 0.975 1.030 0.391 -0.591
H 0.744398 1.704082 -0.817813 -0.136 1.103 -0.677 0.128
O 1.992690 0.197660 -1.867322 0.600 -1.372 -0.669 -0.631
H 1.211641 -1.584390 -2.385569 -0.110 -1.509 -1.588 0.121
```
Positions in Å, forces in eV/Å.

***

Entry 3:
C5H6O in the gas phase in a non-equilibrium geometry. Source: the Open Molecules 2025 dataset; level of theory: wB97M-V/def2-TZVPD.

The calculation puts the HOMO energy at -9.706 eV. The energy above the lowest of the compared OMol25 structures with the same formula, charge and spin comes out at 106.2 kcal/mol. Its charge is 0. The HOMO-LUMO gap is 10.2 eV. Its electronic energy is -7324.6807 eV.

```
12
Properties=species:S:1:pos:R:3:forces:R:3:nbo_charge:R:1
C 0.456471 -0.870887 -0.043390 0.638 -0.341 0.166 0.096
H -0.197912 1.176809 -1.000414 0.112 -0.450 0.169 0.203
C 0.150704 0.762783 1.185256 0.037 0.311 0.186 -0.063
H -1.936424 -0.308658 -1.753563 -0.756 -0.287 -0.460 0.226
H 1.375573 -1.356425 -0.366538 0.223 -0.042 0.326 0.188
O 0.346376 -0.648527 1.355818 0.249 -0.068 0.358 -0.513
H 1.503786 0.993712 -0.532001 -0.106 0.014 0.070 0.213
H -0.881884 1.071054 1.404206 0.191 -0.166 0.012 0.172
C -1.444872 -1.088534 -1.234629 -0.509 -0.359 -0.239 -0.129
C -0.700390 -1.736015 -0.524340 -0.082 1.452 -0.508 -0.116
H 0.844225 1.328199 1.811653 -0.099 0.039 -0.046 0.181
C 0.484345 0.676488 -0.302057 0.102 -0.103 -0.034 -0.458
```
Positions in Å, forces in eV/Å.

***

Entry 4:
C5H6O in the gas phase in a non-equilibrium geometry. Source: the Open Molecules 2025 dataset; level of theory: wB97M-V/def2-TZVPD.

The calculation puts the HOMO energy at -8.855 eV. The energy above the lowest of the compared OMol25 structures with the same formula, charge and spin comes out at 74.2 kcal/mol. Its charge is 0. The HOMO-LUMO gap is 9.8 eV. Its electronic energy is -7326.0691 eV.

```
12
Properties=species:S:1:pos:R:3:forces:R:3:nbo_charge:R:1
H 0.437067 0.009637 -2.496911 -0.257 -1.751 1.785 0.272
H 1.299665 -1.591559 -1.550410 -1.733 2.261 -1.243 0.243
H -0.455530 -1.697816 -1.886126 1.266 1.901 -0.735 0.233
C -0.525219 0.715791 1.600427 -5.571 -4.020 4.138 -0.336
H -0.925301 1.055402 2.565974 -0.576 -0.764 -0.628 0.226
H -1.354645 -1.300481 0.846483 -3.735 -3.520 1.326 0.206
C 0.342634 -0.845534 -1.712955 0.398 -4.739 0.540 -0.678
C -0.774545 -0.519582 0.768540 2.637 3.258 -0.280 -0.276
C 0.028453 -0.524279 -0.305428 2.326 6.346 1.779 0.275
H 0.719664 2.576052 1.097084 -0.801 -3.488 0.390 0.221
O 0.852547 0.709725 0.015471 0.547 0.020 -2.750 -0.511
C 0.355212 1.412646 1.057852 5.499 4.497 -4.322 0.125
```
Positions in Å, forces in eV/Å.

***

Entry 5:
2 unconnected molecules or ions with the total composition C5H6O in a non-equilibrium geometry. Source: the Open Molecules 2025 dataset; level of theory: wB97M-V/def2-TZVPD.

The calculation puts the HOMO energy (alpha / beta) at -8.238 / -8.389 eV. The energy above the lowest of the compared OMol25 structures with the same formula, charge and spin comes out at 150.1 kcal/mol. Its charge is 0. The HOMO-LUMO gap (alpha / beta) is 8.0 / 7.6 eV. Its electronic energy is -7322.7772 eV.

```
12
Properties=species:S:1:pos:R:3:forces:R:3:nbo_charge:R:1
H -0.533040 1.525901 0.646040 -0.482 0.808 0.104 0.217
C -2.539636 -0.089180 -0.835432 0.516 -0.138 0.814 0.317
C 0.278873 0.941041 0.315648 0.876 -2.000 1.211 -0.130
H 0.628585 -1.416503 1.895357 -0.035 -1.196 0.035 0.213
H 0.126143 0.576541 -1.812131 1.369 -0.625 1.171 0.206
C 0.744835 -1.608195 0.827075 -0.175 -1.126 0.539 -0.381
H 1.958309 0.507024 -1.250071 -2.016 0.019 0.891 0.234
C 0.843677 0.418818 -0.907443 0.338 0.803 -4.195 -0.478
C 0.494337 -0.469549 0.209757 0.759 1.621 -0.315 -0.100
O -3.086084 0.389774 0.090501 0.068 -0.142 -0.545 -0.466
H 1.023640 -2.619644 0.381175 -0.277 1.800 0.671 0.222
H -1.498950 -0.579265 -0.696516 -0.942 0.176 -0.378 0.144
```
Positions in Å, forces in eV/Å.

***

Entry 6:
C5H6O in the gas phase in a non-equilibrium geometry. Source: the Open Molecules 2025 dataset; level of theory: wB97M-V/def2-TZVPD.

The calculation puts the HOMO energy at -8.381 eV. The energy above the lowest of the compared OMol25 structures with the same formula, charge and spin comes out at 74.9 kcal/mol. Its charge is 0. The HOMO-LUMO gap is 9.1 eV. Its electronic energy is -7326.0349 eV.

```
12
Properties=species:S:1:pos:R:3:forces:R:3:nbo_charge:R:1
C -0.002067 0.985099 -0.265713 -0.102 0.247 -0.103 -0.456
H 1.046818 1.062243 -2.151724 0.001 -0.106 -0.006 0.216
H 0.798774 1.405429 0.359421 -0.122 0.183 -0.197 0.243
C 0.638252 0.303282 -1.482365 0.035 0.066 -0.137 -0.594
C -1.436825 -0.615621 1.468077 1.499 -1.024 0.862 -0.256
H -0.689878 1.784977 -0.532561 -0.064 0.006 -0.053 0.221
C -0.119354 -1.173307 1.264208 0.551 -0.100 -0.688 0.477
C -0.566973 -0.043135 0.612614 0.573 -0.120 -0.150 0.034
H -1.768006 -1.076560 2.365743 -2.044 0.625 0.338 0.286
O 0.741145 -1.972104 1.576621 -0.194 -0.088 0.058 -0.607
H -0.092286 -0.293712 -2.037804 0.072 0.155 0.070 0.211
H 1.450401 -0.366591 -1.176517 -0.205 0.157 0.007 0.226
```
Positions in Å, forces in eV/Å.

***

Entry 7:
C5H6O in the gas phase. Source: the Open Molecules 2025 dataset; level of theory: wB97M-V/def2-TZVPD.

The calculation puts the HOMO energy at -9.883 eV. The energy above the lowest of the compared OMol25 structures with the same formula, charge and spin comes out at 45.3 kcal/mol. Its charge is 0. The HOMO-LUMO gap is 10.8 eV. Its electronic energy is -7327.3184 eV.

```
12
Properties=species:S:1:pos:R:3:forces:R:3:nbo_charge:R:1
O 0.104397 1.519264 -2.234469 -0.126 0.118 0.443 -0.520
C -0.060120 0.807631 0.054435 -0.039 -0.074 -0.044 -0.500
H -0.741204 -1.096713 -0.882290 -0.153 0.715 -0.431 0.248
H -0.342597 2.847073 -0.785539 0.034 -0.162 -0.047 0.110
H 0.014412 -2.784231 2.613068 -0.178 -0.209 0.014 0.236
H 0.771771 1.127943 0.704228 -0.119 -0.155 -0.151 0.239
C 0.241768 -1.537142 0.754981 -0.221 -0.274 0.454 0.005
C -0.111300 1.798771 -1.079646 0.065 -0.140 -0.316 0.445
C 0.130726 -0.650765 -0.395907 -0.102 -0.057 -0.066 -0.491
C 0.004841 -2.244678 1.699734 0.732 0.382 -0.055 -0.257
H 0.941048 -0.714391 -1.129206 0.042 -0.100 0.352 0.250
H -0.953742 0.927237 0.680611 0.065 -0.044 -0.155 0.236
```
Positions in Å, forces in eV/Å.

***

Entry 8:
C5H6O in the gas phase in a non-equilibrium geometry. Source: the Open Molecules 2025 dataset; level of theory: wB97M-V/def2-TZVPD.

The calculation puts the HOMO energy (alpha / beta) at -7.003 / -7.237 eV. The energy above the lowest of the compared OMol25 structures with the same formula, charge and spin comes out at 105.1 kcal/mol. Its charge is 0. The HOMO-LUMO gap (alpha / beta) is 7.2 / 8.2 eV. Its electronic energy is -7324.7278 eV.

```
12
Properties=species:S:1:pos:R:3:forces:R:3:nbo_charge:R:1
H -0.104822 0.605184 0.933149 -0.059 0.056 -0.142 0.174
H -2.840058 0.717236 0.233541 0.122 -0.036 -0.047 0.222
H 0.919426 -2.414022 -0.787060 0.025 0.103 0.098 0.203
C 0.829892 -1.489620 -0.241039 0.402 0.179 0.057 -0.051
C -0.727664 0.213496 0.135104 -0.146 1.138 0.628 0.157
H -1.764324 1.981096 -0.366279 -0.088 -0.137 -0.018 0.227
H 3.521044 0.589446 1.142962 -0.151 -0.140 0.026 0.235
C 2.732340 -0.049614 0.812975 -0.191 -0.236 -0.170 -0.236
O -0.346100 -0.875094 -0.430474 -0.083 -1.041 -0.639 -0.351
H -2.152835 0.595270 -1.402225 -0.007 0.008 0.136 0.229
C -1.942764 0.899708 -0.373264 0.018 0.023 -0.022 -0.682
C 1.875864 -0.773085 0.342606 0.161 0.082 0.093 -0.127
```
Positions in Å, forces in eV/Å.